Entry 1:
{
  "formula": "C72H145N7O24",
  "method": "wB97M-V/def2-TZVPD",
  "charge": 0,
  "homo_lumo_gap_ev": 7.7156,
  "spin_multiplicity": 1,
  "lumo_ev": 0.1,
  "smiles": "CC1(C)CCCC(C)(C)N1O.CC1(C)CCCC(C)(C)N1O.CC1(C)CCCC(C)(C)N1O.CC1(C)CCCC(C)(C)N1O.CC1(C)CCCC(C)(C)N1O.COCCNCCOC.COCCNCCOC.O=C1OCCO1.O=C1OCCO1.O=C1OCCO1.O=C1OCCO1.O=C1OCCO1",
  "species": ["C", "H", "C", "O", "H", "H", "H", "H", "C", "H", "H", "H", "O", "H", "H", "H", "H", "H", "H", "O", "C", "H", "C", "O", "H", "C", "C", "C", "O", "N", "C", "H", "C", "H", "C", "H", "C", "H", "C", "C", "H", "C", "N", "H", "C", "O", "C", "H", "H", "C", "H", "H", "H", "H", "H", "H", "H", "C", "H", "H", "H", "C", "O", "H", "H", "H", "C", "C", "H", "C", "H", "H", "C", "C", "H", "H", "H", "H", "H", "C", "H", "H", "C", "H", "H", "C", "C", "O", "H", "H", "H", "O", "N", "H", "H", "H", "H", "H", "H", "H", "C", "H", "H", "H", "C", "C", "H", "C", "H", "O", "O", "H", "H", "C", "H", "H", "H", "C", "H", "H", "H", "H", "H", "H", "H", "H", "C", "H", "C", "H", "H", "H", "H", "H", "O", "H", "C", "O", "H", "C", "O", "H", "H", "O", "O", "H", "H", "C", "N", "H", "H", "H", "H", "H", "H", "H", "H", "H", "C", "O", "H", "H", "H", "H", "O", "N", "O", "C", "H", "H", "H", "C", "H", "H", "N", "H", "H", "C", "C", "H", "N", "O", "H", "C", "H", "C", "H", "C", "C", "H", "H", "H", "H", "H", "C", "H", "C", "H", "C", "C", "H", "H", "C", "H", "C", "H", "H", "H", "C", "H", "H", "H", "C", "H", "O", "C", "O", "C", "H", "C", "C", "O", "H", "C", "H", "H", "O", "C", "C", "H", "C", "H", "C", "H", "H", "H", "C", "H", "C", "H", "C", "H", "C", "C", "C", "H", "H", "H"],
  "coordinates": [[-12.03, 23.99, -14.89], [-9.77, 14.38, -8.09], [-23.83, 21.73, -5.90], [-10.70, 23.54, -11.44], [-12.09, 22.91, -15.06], [-6.33, 16.04, -6.86], [-22.02, 21.98, -7.14], [-16.43, 20.07, -6.44], [-5.57, 18.25, 4.47], [-9.01, 23.31, -15.56], [-19.35, 28.00, -14.21], [-22.75, 19.80, -12.14], [-7.38, 19.15, 3.10], [-6.77, 13.44, -8.81], [-21.89, 17.50, -12.50], [-18.98, 25.21, -13.22], [-12.39, 25.57, -11.94], [-9.49, 26.35, -13.75], [-1.38, 19.56, -8.06], [-11.52, 20.95, -4.18], [-6.97, 15.49, -6.17], [-10.24, 12.65, -6.69], [-2.70, 23.01, -5.50], [-21.01, 19.89, -11.26], [-4.20, 21.07, -9.92], [-7.10, 16.35, 2.00], [-4.49, 16.90, 2.06], [-10.73, 24.61, -15.59], [-14.32, 20.42, 2.30], [-6.20, 18.40, 3.11], [-8.32, 23.18, -13.10], [-7.08, 18.64, 0.60], [-2.57, 21.26, -8.36], [-18.32, 27.58, -11.63], [-16.79, 21.45, -4.21], [-23.17, 25.64, -4.23], [-18.42, 25.74, -12.46], [-3.30, 18.30, 4.24], [-23.53, 25.90, -5.23], [-12.03, 24.06, -13.41], [-12.83, 24.56, -15.35], [-3.97, 16.40, 3.40], [-10.70, 23.73, -12.84], [-17.17, 26.15, -8.55], [-13.18, 19.80, 2.17], [-15.71, 16.00, -6.97], [-9.44, 24.19, -13.42], [-6.14, 17.38, 6.30], [-10.48, 20.70, -2.38], [-7.69, 11.80, -7.31], [-16.38, 25.60, -0.43], [-3.64, 21.28, -3.73], [-13.17, 18.82, 2.65], [-0.33, 21.98, -6.61], [-4.37, 15.99, 1.48], [-12.48, 20.50, 2.62], [-8.85, 10.76, -8.91], [-8.56, 11.78, -8.66], [-7.45, 23.41, -12.48], [-10.86, 25.70, -15.57], [-22.83, 19.54, -10.34], [-11.08, 20.26, -5.28], [-6.17, 13.38, -8.06], [-6.37, 20.00, 5.59], [-4.00, 17.04, 5.31], [-16.32, 20.99, -3.34], [-6.61, 10.65, -7.33], [-18.76, 25.01, -11.19], [-13.35, 23.43, -11.83], [-18.47, 27.86, -13.59], [-2.90, 16.20, 3.26], [-19.68, 29.58, -11.64], [-10.24, 27.17, -5.51], [-14.71, 15.23, -6.55], [-22.63, 17.24, -10.89], [-12.21, 18.78, -6.52], [-10.66, 22.35, -2.78], [-10.76, 22.58, -11.42], [-6.18, 10.59, -8.32], [-15.57, 20.38, -5.85], [-7.04, 9.65, -7.18], [-24.06, 20.72, -6.25], [-9.62, 12.51, -5.80], [-15.30, 19.56, -5.18], [-13.50, 25.61, -13.32], [-2.99, 21.53, -5.74], [-8.76, 14.79, -8.05], [-14.45, 14.45, -7.54], [-22.08, 23.93, -5.65], [-8.58, 24.89, -15.31], [-24.39, 26.53, -4.99], [-16.02, 28.70, -3.05], [-13.13, 20.73, -6.54], [-13.21, 18.59, 0.31], [-14.73, 21.41, -7.52], [-18.75, 30.53, -10.42], [-16.63, 25.02, -9.67], [-5.55, 17.90, -0.10], [-11.82, 26.15, -13.49], [-1.84, 23.36, -7.94], [-9.40, 24.20, -15.07], [-4.43, 15.47, 3.72], [-24.79, 25.02, -8.36], [-6.56, 15.53, 1.52], [-22.29, 19.35, -11.27], [-12.48, 25.41, -13.02], [-9.51, 12.29, -8.83], [-0.66, 20.94, -6.60], [-10.48, 20.90, -5.93], [-19.17, 19.18, -10.15], [-10.15, 28.01, -4.66], [-1.90, 22.94, -9.60], [-17.16, 29.56, -14.28], [-24.70, 25.41, -7.34], [-7.43, 15.96, 2.96], [-18.30, 24.02, -11.17], [-8.00, 16.53, 1.42], [-21.98, 17.88, -11.49], [-4.77, 20.23, 4.86], [-2.52, 20.61, -10.47], [-8.08, 25.92, -12.95], [-17.85, 24.38, -8.57], [-26.37, 21.19, -6.98], [-27.23, 22.67, -6.48], [-12.77, 22.02, -12.62], [-6.46, 16.28, 5.00], [-16.40, 25.61, -1.52], [-9.83, 14.57, -5.57], [-22.80, 23.97, -6.47], [-13.18, 21.48, -5.86], [-24.18, 26.36, -7.48], [-8.21, 14.62, -8.98], [-9.88, 24.46, -6.59], [-16.63, 28.76, -12.81], [-4.78, 21.38, -7.46], [-15.50, 16.54, -8.96], [-26.26, 22.23, -6.71], [-10.73, 25.93, -5.22], [-16.96, 24.71, -1.77], [-15.52, 14.42, -8.40], [-25.82, 24.54, -4.62], [-7.06, 20.05, 2.98], [-3.53, 19.55, -9.47], [-14.06, 20.51, 0.20], [-9.96, 27.33, -6.74], [-8.50, 13.80, -4.73], [-8.94, 10.44, -5.95], [-24.04, 24.74, -6.12], [-18.83, 27.16, -12.39], [-4.82, 22.33, -7.56], [-25.30, 22.00, -3.36], [-15.12, 24.70, -3.02], [-4.26, 20.09, -4.95], [-0.41, 20.98, -8.66], [-25.71, 25.73, -7.07], [-9.56, 21.22, -3.53], [-7.73, 11.38, -5.34], [0.10, 20.17, -6.46], [-17.53, 25.28, -9.10], [-20.86, 17.86, -10.66], [-5.85, 10.81, -6.56], [-26.75, 21.41, -4.32], [-2.03, 19.64, -5.40], [-10.15, 26.20, -8.50], [-16.97, 26.85, -1.95], [-24.95, 23.84, -5.36], [-14.88, 26.82, -2.78], [-22.98, 22.45, -6.95], [-14.19, 25.27, -1.69], [-1.67, 23.35, -5.53], [-11.61, 26.71, -7.85], [-12.37, 19.65, -5.89], [-10.37, 12.25, -5.05], [-22.72, 26.50, -5.64], [-3.40, 21.16, -7.14], [-23.32, 21.74, -4.94], [-4.82, 19.35, 6.23], [-25.68, 21.63, -4.31], [-14.48, 20.51, -6.95], [-18.19, 29.00, -10.85], [-7.05, 13.15, -7.07], [-15.95, 21.37, 1.12], [-7.80, 22.61, -13.87], [-5.93, 17.49, 2.00], [-10.51, 19.39, -4.98], [-15.98, 27.61, -2.47], [-4.96, 21.66, -4.73], [-3.25, 20.59, -9.66], [-10.64, 26.32, -7.54], [-7.54, 16.33, -5.76], [-12.08, 20.02, 0.40], [-17.61, 20.84, -4.58], [-8.77, 15.88, -7.96], [-11.60, 24.64, -6.33], [-10.60, 21.36, -3.23], [-19.83, 24.85, -11.20], [-9.13, 25.63, -13.01], [-14.59, 19.72, -7.69], [-17.51, 29.13, -13.34], [-20.29, 18.96, -10.67], [-3.26, 23.60, -6.23], [-23.59, 22.62, -7.84], [-15.09, 25.49, -2.27], [-9.57, 25.92, -12.06], [-6.53, 17.33, 5.28], [-17.33, 25.88, -12.45], [-25.90, 22.75, -7.60], [-17.34, 22.33, -3.88], [-13.06, 23.05, -12.81], [-12.99, 19.28, -5.07], [-2.98, 23.36, -4.50], [-3.39, 23.26, -8.77], [-15.98, 15.80, -8.30], [-1.38, 20.85, -4.45], [-17.98, 30.25, -12.48], [-14.86, 20.85, 1.16], [-18.58, 25.75, -9.99], [-8.98, 13.91, -5.70], [-5.55, 19.38, 0.83], [-18.69, 29.87, -11.29], [-4.01, 21.13, -4.74], [-15.70, 21.64, -5.10], [-26.50, 24.70, -5.27], [-8.54, 11.45, -6.06], [-8.70, 22.32, -12.53], [-7.94, 11.93, -9.55], [-14.03, 15.32, -5.48], [-6.03, 18.41, 0.74], [-1.20, 20.64, -7.98], [-15.00, 14.28, -9.35], [-13.07, 19.62, 0.63], [-16.19, 13.62, -8.08], [-1.73, 20.68, -5.47], [-14.04, 22.97, -13.27], [-10.80, 24.30, -16.63], [-25.39, 20.59, -4.20], [-4.10, 17.57, 4.36], [-17.07, 15.84, -8.39], [-2.42, 22.78, -8.65], [-3.89, 17.62, 1.51], [-10.67, 25.19, -6.45], [-7.52, 17.77, 5.44], [-5.43, 19.51, 5.34], [-7.91, 14.32, -6.80], [-25.21, 22.40, -5.61], [-17.77, 27.25, -14.16], [-6.34, 15.01, -5.43], [-22.26, 24.51, -7.25]]
}

---

Entry 2:
{
  "formula": "C22H28N2NaOS6",
  "method": "wB97M-V/def2-TZVPD",
  "relative_energy_kcal_mol": 17.1,
  "charge": -1,
  "homo_lumo_gap_ev": 4.8502,
  "spin_multiplicity": 1,
  "lumo_ev": 1.5,
  "species": ["C", "H", "H", "H", "S", "C", "Na", "N", "C", "H", "H", "S", "C", "H", "H", "C", "H", "C", "H", "C", "C", "C", "N", "H", "O", "C", "C", "C", "C", "S", "C", "H", "H", "C", "H", "H", "H", "H", "C", "H", "H", "C", "S", "H", "H", "H", "C", "H", "H", "C", "H", "S", "S", "H", "H", "H", "H", "C", "C", "C"],
  "coordinates": [[-0.22, 4.58, -0.24], [-3.93, -1.22, 1.62], [-0.38, -1.19, -2.39], [1.10, 0.54, 4.45], [1.91, -1.35, -0.61], [-3.34, -2.08, -3.06], [0.40, 1.61, -0.17], [-2.22, 6.95, -1.90], [4.74, 2.11, 0.30], [1.06, -3.15, 2.61], [-1.17, 0.33, -2.76], [0.54, -0.82, 2.65], [-2.52, -1.26, -2.30], [5.79, 2.15, 0.00], [-2.58, 0.38, 0.71], [-2.92, -0.90, -0.99], [2.50, -2.16, 2.29], [1.64, -0.29, 4.01], [5.07, 2.11, 2.41], [-1.25, -0.75, -2.89], [-4.96, -2.16, -1.31], [3.69, -1.34, -0.17], [-0.44, 7.23, 2.00], [1.70, -1.11, 4.73], [-0.85, 0.07, -0.26], [-2.07, -0.10, -0.14], [4.62, 1.46, 1.66], [-4.17, -1.35, -0.52], [-5.40, -3.46, -3.43], [3.81, 1.33, -1.06], [1.44, -2.30, 2.05], [5.12, 0.49, 1.69], [3.50, 0.72, 4.37], [4.44, -0.38, -1.08], [-4.88, 0.09, 0.91], [4.33, 3.11, 0.32], [0.17, -2.54, 0.34], [-5.62, -2.99, -4.39], [1.23, -2.56, 0.57], [-5.91, -2.51, -0.93], [3.67, -0.69, 3.31], [-1.56, 6.43, -1.10], [0.83, 3.96, 0.97], [-5.59, -1.52, 1.08], [3.76, -1.02, 0.87], [-1.20, -0.98, -3.96], [3.02, 0.16, 3.57], [-6.34, -3.70, -2.93], [-4.87, -4.39, -3.63], [-4.56, -2.55, -2.58], [-3.03, -2.36, -4.06], [2.86, 1.23, 2.09], [-0.57, 3.59, -1.59], [4.33, -0.70, -2.11], [1.65, -3.54, 0.32], [5.50, -0.36, -0.82], [4.09, -2.35, -0.28], [-0.76, 5.86, -0.12], [-4.67, -0.98, 0.85], [-0.56, 6.61, 1.04]]
}

---

Entry 3:
{
  "formula": "C3H27NO12",
  "method": "wB97M-V/def2-TZVPD",
  "relative_energy_kcal_mol": 50.9,
  "charge": 0,
  "homo_lumo_gap_ev": 10.3047,
  "spin_multiplicity": 1,
  "lumo_ev": 0.1,
  "smiles": "NC(=O)CCO.O.O.O.O.O.O.O.O.O.O",
  "species": ["H", "H", "O", "O", "O", "O", "H", "H", "H", "H", "H", "H", "H", "H", "O", "C", "O", "O", "H", "O", "O", "C", "H", "H", "H", "H", "H", "H", "H", "H", "H", "O", "O", "H", "H", "O", "N", "H", "H", "C", "H", "H", "H"],
  "coordinates": [[-4.28, -2.58, 1.96], [4.61, -2.04, 0.79], [1.25, 2.85, 0.59], [-1.33, -4.12, -0.77], [-2.79, 3.78, 1.78], [2.94, -0.98, -1.56], [-0.87, -4.96, -0.60], [-2.95, 2.88, 2.07], [-1.05, -2.08, -2.20], [-2.22, -4.44, -1.01], [-2.93, 3.81, 0.84], [-0.57, 2.39, 1.50], [2.24, -1.26, -2.16], [-1.35, 0.79, -0.53], [1.63, 0.03, -3.54], [-0.29, 0.95, 0.04], [-4.46, -1.66, 1.78], [2.08, -0.02, 4.42], [0.67, -0.23, -3.54], [-2.86, -0.57, -0.06], [3.66, -1.90, 0.83], [0.00, -0.04, 1.09], [3.42, -1.78, -0.12], [1.75, 0.98, -3.51], [1.69, -0.30, 3.58], [-1.43, -0.69, -1.96], [-3.76, -0.81, 0.26], [2.99, -0.29, 4.20], [1.57, -1.35, 1.60], [-3.86, -1.06, 2.22], [0.90, 3.87, -2.93], [-0.80, -1.19, -2.51], [-0.63, -0.16, 2.14], [0.93, 2.61, -1.95], [1.68, -0.53, 0.06], [1.08, 2.93, -2.84], [1.15, -0.77, 0.90], [0.04, 0.70, -0.98], [-0.49, 3.13, -0.19], [-0.07, 2.37, 0.53], [3.27, -0.12, -1.83], [-2.46, -0.31, 0.80], [1.89, 2.19, 0.87]]
}

---

Entry 4:
{
  "formula": "C32H35Cl3N6O2SiZr",
  "method": "wB97M-V/def2-TZVPD",
  "relative_energy_kcal_mol": 0.0,
  "charge": 2,
  "homo_lumo_gap_ev": 6.7223,
  "spin_multiplicity": 1,
  "lumo_ev": -6.2,
  "species": ["H", "O", "H", "H", "H", "H", "C", "C", "H", "H", "Si", "C", "C", "C", "C", "C", "C", "H", "C", "H", "H", "H", "C", "C", "C", "H", "C", "N", "N", "H", "C", "C", "H", "H", "C", "C", "C", "C", "C", "N", "H", "Zr", "N", "N", "C", "H", "H", "O", "C", "H", "Cl", "C", "H", "H", "H", "C", "C", "N", "H", "H", "H", "H", "C", "H", "C", "C", "C", "H", "C", "H", "H", "H", "C", "H", "H", "H", "C", "H", "Cl", "Cl"],
  "coordinates": [[-0.30, -5.67, 1.29], [-1.89, 0.21, -0.03], [-2.23, 0.60, -4.51], [-4.83, 3.50, -1.90], [-0.47, -2.34, -2.16], [0.46, 5.58, 4.16], [-4.04, 0.13, -1.10], [1.28, -4.68, -0.55], [5.18, 1.48, 1.63], [-2.60, 2.58, 4.22], [-0.17, 3.04, -0.12], [-2.73, 0.46, -3.56], [-1.06, -4.59, -0.97], [3.20, 1.02, 0.98], [-2.05, 0.37, -2.38], [-1.08, 4.09, 4.36], [0.61, 0.13, 4.75], [-1.11, -5.68, -0.96], [0.31, -2.73, -1.49], [-1.44, -2.24, 1.35], [2.58, 1.61, 4.11], [-0.01, 3.94, -2.92], [-1.25, -2.64, 0.35], [-3.77, 3.58, -2.12], [-0.58, 3.54, 1.65], [2.12, -2.41, 0.45], [-1.46, 3.46, -1.40], [0.09, -2.12, -0.13], [1.08, -4.17, 0.81], [3.25, 2.70, 2.27], [5.18, 0.25, -0.13], [-1.07, 3.82, -2.69], [1.68, 2.42, 1.56], [4.80, -0.90, -1.91], [-2.83, 3.34, -1.13], [-3.36, 3.92, -3.41], [1.13, -2.73, 0.79], [-1.81, 3.11, 3.70], [4.58, 0.96, 0.90], [2.12, 1.31, 3.27], [0.96, -2.35, 1.80], [0.03, 0.33, 0.34], [0.25, -4.17, -1.47], [2.42, 0.39, 0.08], [1.06, 0.55, 3.40], [1.39, -0.48, 5.23], [2.27, -4.37, -0.91], [0.43, 0.17, 2.36], [4.38, -0.37, -1.07], [0.90, 5.10, 1.80], [-0.28, 0.46, -2.37], [-0.10, 4.80, 3.66], [-4.09, 4.11, -4.18], [-0.30, -0.45, 4.67], [-1.68, 4.34, -4.68], [-4.12, 0.38, -3.49], [-0.26, -4.59, 1.27], [-1.30, -4.08, 0.38], [-0.42, -4.21, 2.28], [-1.28, 4.32, 5.39], [6.26, 0.20, -0.20], [-2.17, 2.09, 1.86], [-2.00, 4.05, -3.69], [-2.02, -2.26, -0.32], [3.01, -0.27, -0.93], [0.14, 4.52, 2.32], [-1.56, 2.84, 2.36], [1.28, -2.42, -1.86], [-2.65, 0.22, -1.13], [2.35, -0.74, -1.65], [-5.85, 0.15, -2.24], [0.43, 1.00, 5.37], [-4.77, 0.21, -2.28], [-1.84, -4.22, -1.64], [1.24, -5.76, -0.54], [1.13, 3.67, -0.50], [2.55, 1.92, 2.00], [-3.17, 3.08, -0.14], [-4.82, -0.02, 0.42], [-5.04, 0.53, -4.93]]
}

---

HOMO energy / eV: -7.64; -3.33; -10.24; -12.92
E_tot / a.u.: -5018.66092; -3591.38867; -1088.11099; -3436.16227
Strongest force on any atom / eV Å⁻¹: 9.4; 2.8; 4.5; 0.7